No. 1
43
Properties=species:S:1:pos:R:3:mulliken_charge:R:1 method="wB97M-V/def2-TZVPD" total_charge=+1 homo_energy_ev=-10.7262 total_energy_ev=-103766.127
Pt 0.349 -0.093 -0.672 0.69
Br 5.441 -4.663 2.091 -0.17
O 2.321 -0.280 -0.606 -0.66
N -1.674 -0.202 -0.678 -0.34
N 0.992 4.558 -2.103 -0.60
N 0.101 -1.191 0.984 -0.53
N -1.273 4.926 -2.157 -0.39
N 0.577 1.916 -1.414 -0.30
C 2.915 -1.248 0.044 0.57
C -4.416 -0.258 -0.240 -0.54
C -2.512 0.115 -1.643 -0.05
C -3.904 0.091 -1.459 -0.84
C -1.662 -1.535 2.689 -0.23
C 5.030 -2.383 0.420 -0.39
C 4.413 -3.300 1.289 -0.31
C 1.999 3.722 -1.900 -0.39
C -1.235 -1.160 1.445 0.13
C -0.240 4.076 -1.959 0.36
C 0.937 -2.125 1.332 0.17
C 4.303 -1.393 -0.180 -0.48
C -3.038 -1.480 3.004 -0.82
C -2.170 -0.650 0.517 0.52
C 1.820 2.394 -1.556 -0.03
C -0.450 2.729 -1.612 0.02
C 2.300 -2.167 0.946 0.31
C -3.544 -0.656 0.798 0.67
C -3.963 -1.072 2.085 -0.86
C 3.081 -3.195 1.539 -0.71
H -0.956 -1.874 3.435 0.53
H 4.774 -0.699 -0.863 0.43
H 2.998 4.122 -2.020 0.39
H -5.017 -1.062 2.327 0.41
H -1.070 5.870 -2.436 0.25
H 0.584 -2.897 2.014 0.52
H 6.089 -2.470 0.221 0.42
H -2.071 0.427 -2.581 0.64
H -1.446 2.333 -1.484 0.36
H 2.597 -3.897 2.206 0.43
H -2.228 4.634 -2.078 0.18
H -5.485 -0.255 -0.067 0.45
H -3.358 -1.783 3.991 0.40
H 2.639 1.713 -1.388 0.37
H -4.546 0.363 -2.284 0.42

***

No. 2
41
Properties=species:S:1:pos:R:3:mulliken_charge:R:1 method="wB97M-V/def2-TZVPD" homo_energy_ev=-9.1703 de_lowest_kj_mol=0.00 total_energy_ev=-63673.113
Cl -8.021 0.356 0.169 -0.20
Cl -0.994 -0.549 1.524 -0.20
S -1.750 0.318 -1.208 1.34
F 3.875 -1.388 3.698 -0.31
O -1.537 1.576 -1.929 -0.64
O -1.461 -1.019 -1.694 -0.60
C 1.849 -0.475 -0.957 0.42
C -0.313 0.452 0.191 -0.83
C 3.496 -0.231 3.010 0.28
C 2.971 -2.424 -2.599 -0.29
C 2.935 -0.408 1.756 -0.26
C -5.614 1.554 -0.356 -0.58
C 2.161 0.606 1.212 0.28
C 3.132 -1.073 -2.912 -0.64
C 2.341 -2.808 -1.435 -1.11
C 2.549 -0.089 -2.095 -0.33
C -6.303 0.356 -0.173 0.25
C 3.046 2.119 2.916 -0.46
C -4.251 1.548 -0.669 -0.36
C -4.217 -0.835 -0.530 -0.30
C 2.404 1.916 1.710 -0.86
C 3.500 1.007 3.655 -0.63
C 1.271 0.513 0.003 0.43
C 1.864 -1.815 -0.602 -0.39
C -3.529 0.360 -0.696 0.04
C -5.583 -0.840 -0.220 -0.58
H 2.692 0.975 -2.394 0.33
H 1.185 1.551 -0.446 0.39
H 3.763 1.058 4.710 0.44
H 3.602 -0.762 -3.883 0.31
H 2.095 -3.832 -1.221 0.40
H 3.297 -3.197 -3.317 0.35
H 1.498 -2.054 0.382 0.65
H -6.166 2.474 -0.230 0.39
H -3.788 2.492 -0.880 0.43
H 3.126 -1.331 1.216 0.74
H -3.717 -1.781 -0.628 0.43
H 2.203 2.846 1.165 0.34
H 3.187 3.096 3.392 0.36
H -0.681 1.492 0.367 0.55
H -6.119 -1.753 0.001 0.39

***

No. 3
41
Properties=species:S:1:pos:R:3:mulliken_charge:R:1 method="wB97M-V/def2-TZVPD" homo_energy_ev=-8.9377 de_lowest_kj_mol=0.00 total_energy_ev=-73479.580
Cl -0.905 1.521 0.819 -0.16
Cl -5.550 0.787 -3.814 -0.22
Cl 4.892 0.809 -3.893 -0.22
S 1.057 -0.643 1.703 1.44
O 2.220 0.143 1.352 -0.61
O 1.119 -2.083 1.568 -0.66
C -2.946 1.304 -3.321 -0.85
C 1.060 0.965 4.002 -0.28
C 0.853 1.262 5.355 -0.65
C 2.992 -0.888 -2.943 -0.80
C 0.281 0.303 6.192 -0.27
C -3.959 0.336 -3.339 0.40
C 1.355 1.182 -2.034 0.00
C -3.728 -0.943 -2.814 -0.70
C 0.720 -0.282 3.489 0.02
C -0.127 -0.926 5.670 -0.64
C -1.561 -0.188 -1.951 0.22
C -1.718 0.993 -2.699 -0.02
C -0.332 -0.500 -1.036 -0.19
C 3.376 0.452 -3.145 0.35
C 0.095 -1.212 4.317 -0.26
C -2.530 -1.192 -2.127 -0.42
C 2.553 1.493 -2.704 -1.05
C -0.476 -0.122 0.409 -0.58
C 0.998 -0.138 -1.765 0.40
C 1.787 -1.179 -2.276 -0.21
H -0.297 -1.608 -0.994 0.48
H 1.452 -2.218 -2.144 0.33
H -4.478 -1.719 -2.952 0.39
H -0.594 -1.669 6.319 0.36
H 0.142 0.518 7.251 0.37
H -1.096 -0.854 0.941 0.56
H -3.124 2.271 -3.797 0.38
H 3.622 -1.685 -3.324 0.41
H -2.307 -2.209 -1.807 0.36
H -0.171 -2.181 3.914 0.41
H 0.691 1.992 -1.724 0.44
H -0.888 1.657 -2.923 0.34
H 2.825 2.536 -2.879 0.38
H 1.161 2.231 5.752 0.37
H 1.539 1.687 3.353 0.40

***

No. 4
41
Properties=species:S:1:pos:R:3:mulliken_charge:R:1 method="wB97M-V/def2-TZVPD" total_charge=+1 homo_energy_ev=-10.6041 de_lowest_kj_mol=101.82 total_energy_ev=-32382.041
Ir -1.660 0.117 -0.304 0.52
O -0.988 1.241 2.178 -0.53
O -1.062 -1.012 2.132 -0.21
N 0.229 0.115 -0.781 -0.42
N -1.417 2.140 -0.771 -0.28
N -1.412 -1.911 -0.712 -0.20
C 1.710 -3.858 -0.602 -0.87
C 2.592 -2.826 -0.689 -1.38
C 2.160 -1.481 -0.769 -0.49
C 0.326 -3.574 -0.595 1.01
C 0.821 -1.157 -0.770 0.80
C 0.819 1.391 -0.783 0.97
C 2.156 1.717 -0.759 -0.52
C 0.317 3.804 -0.601 1.10
C -0.095 -2.240 -0.695 0.61
C -0.669 -4.566 -0.468 -0.52
C -2.004 4.435 -0.487 -0.74
C -0.681 4.790 -0.464 -0.52
C -2.326 -2.862 -0.613 -0.12
C 2.585 3.061 -0.669 -1.34
C 1.700 4.090 -0.578 -0.89
C -0.501 -1.068 3.464 -0.73
C -1.992 -4.211 -0.470 -0.73
C -1.233 0.210 1.624 0.64
C -2.332 3.090 -0.667 -0.11
C -0.100 2.470 -0.726 0.28
H 0.331 -0.372 3.545 0.33
H -1.262 -0.813 4.198 0.30
H -3.367 2.777 -0.733 0.40
H 2.915 0.961 -0.785 0.29
H 2.917 -0.725 -0.819 0.34
H 2.032 5.115 -0.477 0.42
H 3.648 3.260 -0.641 0.41
H -2.790 5.167 -0.372 0.41
H -3.361 -2.549 -0.661 0.39
H -0.171 -2.092 3.600 0.24
H -2.777 -4.947 -0.374 0.42
H 3.655 -3.025 -0.674 0.41
H 2.044 -4.885 -0.531 0.42
H -0.384 5.823 -0.330 0.45
H -0.371 -5.602 -0.372 0.46

***

No. 5
42
Properties=species:S:1:pos:R:3:mulliken_charge:R:1 method="wB97M-V/def2-TZVPD" total_charge=+1 homo_energy_ev=-10.4663 de_lowest_kj_mol=0.00 total_energy_ev=-79483.914
Ir 0.222 0.053 0.206 1.10
S -0.451 0.100 2.377 -0.44
S 0.573 2.286 0.482 -0.37
S -1.724 0.539 -0.892 -0.24
S 2.231 -0.842 0.873 -0.27
S -1.832 0.441 -5.202 -0.22
N 0.565 -1.152 -1.504 -0.37
C 0.868 -0.713 3.217 0.82
C -0.945 3.003 -0.050 0.75
C -0.380 -1.976 -3.504 -0.53
C 1.745 -1.556 5.298 -0.59
C 1.118 -3.339 -2.191 -0.81
C -3.166 2.865 -1.054 -0.45
C -0.882 0.415 -2.577 0.27
C -1.149 4.371 0.149 -0.68
C 2.903 -2.000 4.661 -0.63
C 0.313 -3.168 -3.301 -0.56
C -0.226 -0.959 -2.588 0.59
C 2.024 -1.176 2.595 0.39
C -1.778 0.909 -3.672 -0.42
C -3.341 4.221 -0.864 -0.65
C -1.963 2.275 -0.672 0.17
C 1.928 -2.465 0.047 -0.89
C 0.748 -0.909 4.597 -0.69
C -2.324 4.966 -0.269 -0.57
C 3.054 -1.790 3.306 -0.54
C 1.207 -2.304 -1.272 0.67
H -2.464 6.026 -0.107 0.39
H -3.957 2.260 -1.481 0.54
H -0.075 1.154 -2.488 0.40
H 3.960 -2.093 2.797 0.42
H -2.399 1.741 -3.343 0.27
H 2.888 -2.962 -0.084 0.57
H -0.385 4.955 0.646 0.44
H 1.647 -4.266 -2.021 0.46
H -0.133 -0.545 5.110 0.44
H 1.321 -3.062 0.729 0.42
H 0.209 -3.973 -4.016 0.45
H 3.685 -2.486 5.227 0.39
H 1.630 -1.704 6.363 0.38
H -4.266 4.697 -1.156 0.40
H -1.002 -1.840 -4.373 0.21

***

No. 6
48
Properties=species:S:1:pos:R:3:mulliken_charge:R:1 method="wB97M-V/def2-TZVPD" homo_energy_ev="-7.9752 / -9.7277" de_lowest_kj_mol=0.00 total_energy_ev=-46324.145 spin_multiplicity=5
Rh 0.165 0.086 0.380 -0.26
O 3.194 1.508 -1.549 -0.41
O 4.229 -5.159 -3.464 -0.61
O 1.532 0.224 4.340 -0.48
O 0.070 -1.836 -0.354 -0.63
O 5.733 -3.710 -3.979 -0.60
O 0.087 -0.067 2.587 -0.45
O 5.145 0.993 -2.553 -0.64
O -0.194 -3.584 -1.690 -0.64
N 4.029 0.605 -2.193 0.54
N 2.180 0.173 0.766 -0.42
N -1.907 0.079 0.151 0.30
N 4.682 -4.035 -3.468 1.03
C 3.814 -2.952 -2.949 -0.02
C 4.339 -1.678 -2.894 -0.63
C -2.468 1.303 0.071 1.37
C 1.742 -2.257 -2.012 0.61
C -0.840 4.708 -0.115 -0.70
C 2.196 -0.951 -2.032 -0.68
C 2.544 -3.278 -2.500 -0.66
C 1.103 0.170 3.241 0.73
C -3.844 1.441 -0.004 -0.87
C -1.487 2.398 0.041 0.46
C 2.491 0.696 1.980 -0.73
C -4.043 -0.942 0.066 -0.89
C 0.498 4.342 -0.069 -1.16
C 3.505 -0.671 -2.403 -0.38
C -1.832 3.739 -0.063 -0.71
C 0.434 -2.606 -1.345 -0.09
C 0.852 3.004 0.040 0.24
C -4.637 0.306 -0.003 -0.30
C -0.132 2.024 0.108 0.60
C -2.664 -1.019 0.143 -0.19
H 2.972 1.069 -0.693 0.41
H 2.576 -0.759 0.662 0.27
H -1.113 5.751 -0.198 0.40
H -5.714 0.398 -0.062 0.43
H 2.287 1.755 2.122 0.25
H -4.628 -1.850 0.056 0.41
H 1.270 5.099 -0.120 0.44
H 1.550 -0.145 -1.731 1.45
H -2.129 -1.958 0.180 0.54
H 1.902 2.746 0.066 0.29
H -4.290 2.423 -0.065 0.38
H 5.352 -1.472 -3.202 0.59
H 2.192 -4.299 -2.510 0.58
H -2.871 4.039 -0.108 0.36
H 3.366 0.324 2.504 0.45

***

No. 7
48
Properties=species:S:1:pos:R:3:mulliken_charge:R:1 method="wB97M-V/def2-TZVPD" homo_energy_ev="-4.5290 / -8.7602" de_lowest_kj_mol=206.35 total_energy_ev=-46322.007 spin_multiplicity=5
Rh 0.338 -0.132 0.456 -0.43
O 2.033 3.501 -0.044 -0.58
O 1.590 -2.265 0.881 -0.59
O -2.584 -7.506 -1.392 -0.71
O 0.904 1.711 0.642 -0.60
O -3.066 -5.412 -1.757 -0.73
O 1.446 -8.665 0.870 -0.66
O -0.331 -1.925 -0.071 -0.56
O 2.809 -7.095 1.498 -0.68
N -2.083 0.196 0.307 -0.02
N -2.344 -6.304 -1.309 1.03
N 2.298 0.066 -0.908 -0.55
N 1.769 -7.490 0.978 1.02
C -0.869 -4.546 -0.471 -0.81
C -2.638 0.048 1.528 1.11
C -1.150 -5.910 -0.647 -0.52
C 0.604 -0.316 3.344 0.08
C -4.213 0.035 -0.726 -0.78
C -2.835 0.171 -0.777 -0.12
C -0.342 -0.184 2.349 0.74
C 0.218 -0.210 4.675 -0.71
C -2.073 0.094 3.988 -0.76
C 1.194 -5.133 0.659 -1.02
C 1.856 2.316 0.056 0.62
C -4.817 -0.099 0.524 -0.34
C 0.883 -6.492 0.476 -0.12
C -1.708 -0.004 2.640 0.69
C 0.562 -2.736 0.358 1.06
C -1.121 -0.001 4.983 -0.72
C -0.282 -6.883 -0.166 -0.14
C 2.935 1.319 -0.548 -0.35
C -4.025 -0.102 1.652 -0.86
C 0.302 -4.177 0.186 0.77
H -2.318 0.283 -1.722 0.43
H 2.852 -0.757 -0.671 0.29
H 3.651 1.166 0.262 0.26
H -0.518 -7.931 -0.291 0.60
H 1.645 -0.489 3.095 0.46
H -1.555 -3.798 -0.834 0.66
H 2.100 -4.846 1.165 0.57
H 3.416 1.828 -1.388 0.34
H -4.451 -0.249 2.632 0.34
H 2.048 0.030 -1.894 0.23
H -3.105 0.259 4.259 0.40
H 0.954 -0.275 5.459 0.41
H -5.889 -0.196 0.610 0.44
H -4.798 0.032 -1.630 0.41
H -1.419 0.095 6.014 0.42

***

No. 8
54
Properties=species:S:1:pos:R:3:mulliken_charge:R:1 method="wB97M-V/def2-TZVPD" total_charge=-2 homo_energy_ev="-2.3245 / -3.3997" de_lowest_kj_mol=39.02 total_energy_ev=-65668.461 spin_multiplicity=3
W -0.566 -0.144 -0.384 3.42
S -2.043 -2.232 -1.942 1.19
O -3.483 -0.088 1.272 -0.29
O -2.253 -0.794 -1.297 -0.75
O -1.581 -2.528 2.862 -0.74
O -1.156 -2.865 -0.945 -0.68
O -1.380 -2.046 -3.219 -0.68
O -2.993 2.200 4.019 -0.56
O -0.861 -1.214 1.221 -0.80
O 1.618 -3.382 -2.325 -0.66
O -1.403 1.154 2.841 -0.46
O 1.082 -1.073 -1.133 -1.04
O -1.510 1.566 -0.192 -0.94
O -3.364 -2.827 -2.014 -0.76
N 0.407 3.891 -5.236 -0.64
N -0.384 1.621 -4.616 -0.86
N 2.213 -0.539 0.777 -0.71
N -0.230 0.803 -2.308 -0.36
N 1.211 0.429 0.912 -0.10
C 2.719 -3.330 -1.571 0.51
C 5.084 -3.499 -0.062 -0.73
C 0.048 2.842 -4.890 0.43
C -2.562 1.326 3.060 0.61
C 2.058 -1.275 -0.267 1.06
C -3.761 0.686 2.387 -0.60
C -0.980 4.907 1.106 -0.57
C -0.902 2.652 0.263 -0.06
C -1.799 -1.775 1.937 0.74
C -1.635 3.780 0.641 -0.17
C -3.234 -1.462 1.522 -0.72
C -0.308 1.221 -3.388 0.63
C 2.984 -2.386 -0.563 -0.03
C 4.832 -4.414 -1.082 -0.26
C 0.494 2.673 0.374 0.55
C 0.407 4.939 1.196 -0.62
C 3.671 -4.330 -1.819 -0.60
C 4.160 -2.503 0.182 -0.54
C 1.265 1.438 0.066 -0.59
C 1.135 3.818 0.822 -0.48
H -2.712 3.750 0.541 0.51
H -3.425 -1.985 0.583 0.26
H 0.915 5.827 1.551 0.37
H 3.446 -5.041 -2.604 0.42
H 2.116 1.477 -0.616 0.43
H -2.185 2.605 4.366 0.36
H 5.987 -3.566 0.531 0.37
H 0.946 -2.725 -2.049 0.36
H -4.408 1.510 2.073 0.35
H -1.559 5.779 1.389 0.39
H 5.544 -5.203 -1.297 0.35
H 2.217 3.821 0.895 0.44
H -4.305 0.125 3.161 0.44
H -3.899 -1.842 2.304 0.35
H 4.321 -1.773 0.964 0.47

***

No. 9
48
Properties=species:S:1:pos:R:3:mulliken_charge:R:1 method="wB97M-V/def2-TZVPD" total_charge=-2 homo_energy_ev="-0.3041 / -2.9041" de_lowest_kj_mol=25.69 total_energy_ev=-86035.693 spin_multiplicity=4
V 0.115 0.036 0.130 1.00
S 2.232 1.386 0.134 -0.52
S 0.972 -0.863 -1.871 -0.56
O 0.951 -1.556 3.777 -0.76
O -3.574 0.745 0.865 -0.60
O -1.511 3.745 -0.080 -0.76
O -1.042 1.574 -0.412 -0.58
O 0.701 -1.168 1.581 -0.64
N 7.536 1.750 -2.910 -0.62
N -1.537 -1.271 -0.206 0.70
N -5.886 -4.383 -1.082 -0.73
N 5.938 -1.050 -5.454 -0.62
N -0.517 1.102 2.068 0.49
C 0.524 0.681 3.010 -0.57
C 5.159 0.798 -2.548 0.47
C 3.332 -0.636 -3.178 -1.21
C -3.102 1.327 2.049 -0.88
C 4.409 1.245 -1.474 -1.07
C 4.613 -0.161 -3.421 0.48
C 5.354 -0.650 -4.546 -0.06
C -3.819 -2.917 -0.680 0.35
C -1.868 -2.312 0.621 -0.47
C -0.463 2.513 1.686 -1.00
C -3.442 -1.860 -1.569 -0.84
C 0.751 -0.821 2.826 0.64
C -2.345 -1.104 -1.301 -0.47
C -4.948 -3.718 -0.899 0.14
C 2.569 -0.193 -2.097 0.74
C 6.481 1.318 -2.754 -0.04
C -1.069 2.671 0.283 0.66
C -2.949 -3.117 0.440 -0.86
C 3.115 0.773 -1.219 0.74
C -1.834 0.728 2.651 -0.71
H 1.464 1.171 2.750 0.41
H -1.819 1.048 3.703 0.35
H -1.918 -0.361 2.633 0.31
H 4.832 1.983 -0.804 0.45
H -3.883 1.149 2.792 0.47
H 0.582 2.818 1.611 0.63
H -1.193 -2.485 1.449 0.46
H -2.889 0.814 0.183 0.45
H 0.268 0.913 4.049 0.33
H -4.029 -1.659 -2.456 0.40
H -3.004 2.416 1.949 0.27
H 2.908 -1.375 -3.845 0.45
H -0.965 3.176 2.396 0.37
H -3.137 -3.921 1.140 0.43
H -2.061 -0.299 -1.970 0.37

***

No. 10
57
Properties=species:S:1:pos:R:3:mulliken_charge:R:1 method="wB97M-V/def2-TZVPD" total_charge=-1 homo_energy_ev="-7.0354 / -7.2232" de_lowest_kj_mol=0.00 total_energy_ev=-198753.062 spin_multiplicity=4
Tc -0.472 0.218 0.470 1.71
As -0.895 -2.688 -1.208 0.90
As -1.418 0.248 3.728 0.79
S 0.493 2.834 2.215 1.57
S 1.275 -2.284 1.504 1.50
O 0.931 -0.798 1.457 -0.43
O -0.203 0.834 -2.434 -0.41
O 0.380 1.999 0.957 -0.51
O 1.444 3.884 1.986 -0.77
O -1.325 -1.375 -0.200 -0.64
O -0.810 3.252 2.673 -0.86
O 0.105 -3.102 1.681 -0.83
O -1.556 -4.057 -0.376 -0.62
O -1.780 -1.146 4.458 -0.76
O -1.448 -2.574 -2.726 -0.81
O -1.660 0.342 2.045 -0.56
O -1.730 1.241 -0.871 -1.16
O 2.365 -2.461 2.415 -0.72
O -4.144 2.018 -1.594 -0.65
O -2.416 1.540 4.343 -0.63
N 1.891 0.346 -1.564 -0.53
C -1.393 1.210 -2.077 1.86
C -2.723 1.982 -5.482 -0.79
C 0.435 0.731 4.062 -0.15
C 1.584 -3.038 -2.474 -0.56
C 1.181 1.733 3.434 0.23
C 2.960 -3.070 -2.646 -0.57
C 1.065 -0.099 4.979 -0.41
C -2.311 1.615 -3.129 -0.02
C 2.408 0.070 5.279 -0.49
C -3.633 1.990 -2.829 0.40
C 1.891 -2.621 -0.132 0.37
C -1.879 1.612 -4.464 -0.39
C 3.800 -2.871 -1.561 -0.51
C 0.680 0.419 -1.299 0.82
C 3.137 1.068 4.654 -0.53
C -4.034 2.357 -5.175 -0.29
C -4.484 2.361 -3.875 -0.70
C 1.038 -2.818 -1.215 -0.28
C 2.524 1.898 3.729 -0.63
C 3.264 -2.645 -0.302 -0.74
H 2.111 0.582 -2.532 0.28
H 0.489 -0.899 5.427 0.50
H -5.498 2.642 -3.626 0.44
H 3.074 2.682 3.226 0.50
H 4.874 -2.885 -1.692 0.39
H -0.865 1.303 -4.673 0.44
H -1.251 -3.988 0.549 0.48
H 4.189 1.199 4.876 0.39
H 0.910 -3.162 -3.313 0.53
H -2.380 1.974 -6.507 0.41
H 2.886 -0.592 5.990 0.38
H 3.375 -3.244 -3.631 0.39
H -3.469 1.731 -0.953 0.33
H 3.897 -2.480 0.559 0.51
H -4.710 2.645 -5.970 0.37
H -2.167 2.335 3.835 0.43